Entry 1
This record from the Open Molecules 2025 dataset describes a structure of composition C36H36FeN6O8P2S2. The level of theory is ωB97M-V with the def2-TZVPD basis set.

Geometry as XYZ:
```
91
Properties=species:S:1:pos:R:3
C 3.832 -1.505 2.935
C 2.291 -0.258 -8.128
H 3.128 5.273 0.914
H -1.182 1.070 -6.199
O 4.839 -1.869 3.758
C 0.244 0.008 -5.002
H 1.540 -2.735 -1.927
N 2.197 3.763 1.993
O 1.868 -0.183 -1.140
N 1.724 -0.780 1.350
O -0.224 -0.978 4.255
N 0.025 4.555 1.174
H 2.815 1.774 1.753
C 1.530 -1.009 2.649
C 0.100 -0.771 3.098
S 2.275 -1.626 -5.979
H -4.647 2.634 -3.328
C 1.541 2.878 -0.796
C -4.592 1.701 1.671
C 4.028 -1.247 1.581
C -0.906 0.737 -5.206
H 2.438 2.332 -1.094
C -2.599 0.762 0.553
S -5.832 2.895 1.723
C -2.947 1.808 -4.279
H -3.189 -3.471 -0.948
H -1.309 3.284 0.180
H 1.303 5.581 2.448
H -1.094 2.932 1.893
C 2.797 4.246 0.749
C -4.193 1.883 -0.798
C -5.360 1.589 3.859
H 0.516 4.165 3.170
C 1.833 -3.553 -1.272
H -2.242 0.442 1.522
C 0.503 -0.428 -3.683
H -3.729 0.313 3.088
C 0.997 4.549 2.268
P 0.698 1.944 0.556
H 1.415 -0.969 -3.461
H -1.845 -2.823 3.094
N -0.283 -0.183 -2.667
Fe 0.150 -0.272 0.256
H -6.938 3.116 3.882
C 0.697 5.015 -0.041
C -3.819 1.451 0.450
H -2.544 -2.807 -2.467
C 1.167 -0.313 -6.095
H -0.010 4.983 -0.873
H 1.001 6.052 0.118
H 2.882 -3.437 -1.011
C -6.167 2.566 3.366
H 2.548 0.106 -9.111
C 1.297 0.321 -7.300
H -2.573 -1.806 -1.004
H 1.468 1.996 2.866
C -0.566 3.230 0.982
C 2.557 -1.380 3.485
O -1.136 -3.314 -1.075
H -5.117 2.431 -0.947
H -2.728 -3.614 1.755
P -0.224 -2.638 0.082
H 3.668 3.633 0.511
O 4.063 -0.678 -1.250
H 5.664 -1.920 3.262
C 2.994 -0.544 -0.664
C -2.434 -2.815 -1.384
H 2.365 -1.561 4.533
O 1.064 -3.564 -0.062
C -3.731 2.067 -3.216
C 2.935 -0.885 0.820
C -1.374 0.569 -2.856
H 0.887 2.903 -1.672
C -3.373 1.611 -1.901
C -1.967 -2.877 2.015
H 4.996 -1.316 1.100
C -4.453 1.092 2.887
H 3.689 -1.941 -7.933
H -2.260 -1.889 1.654
H 0.718 1.190 -7.578
C -1.742 1.048 -4.124
O -0.650 -0.317 2.154
C -2.187 0.884 -1.703
N 1.885 4.244 -0.394
O -0.713 -3.287 1.461
C 2.900 -1.322 -7.537
H 1.679 -4.503 -1.782
N -1.797 0.481 -0.459
C 1.890 2.333 1.915
H -3.217 2.163 -5.266
H -5.406 1.234 4.878
```

Summary:
Total charge ... 0
Kohn-Sham gap (spin up / spin down) ... 0.2794 / 0.2794 Eh
HOMO (spin up / spin down) ... -8.2864 / -8.2876 eV

***

Entry 2
This record from the Open Molecules 2025 dataset describes a structure of composition C36H36FeN6O8P2S2. The level of theory is ωB97M-V with the def2-TZVPD basis set.

Geometry as XYZ:
```
91
Properties=species:S:1:pos:R:3
S -4.257 4.453 1.962
O 1.463 2.409 3.203
H 1.292 -2.872 -1.664
C -0.360 1.067 -2.228
C 0.211 -2.838 -1.498
N -0.333 -4.195 -1.568
O 3.266 2.027 1.751
H -7.475 5.423 0.703
C -4.508 3.924 0.342
H -2.143 -5.210 -1.599
C 2.243 -1.063 2.764
S 2.969 -1.523 -5.587
O -1.354 0.112 1.792
H -1.958 -5.687 0.749
H -0.217 -2.239 -2.308
H -0.435 -1.160 5.469
H -2.417 2.571 1.391
C -2.432 2.533 0.309
H -1.896 -4.350 1.912
C -6.479 5.039 0.864
C 4.043 1.954 0.546
H 1.335 -5.026 -0.614
H -2.471 -1.767 -0.545
C 4.140 -1.110 -3.358
N -0.140 -4.685 0.827
H 4.375 2.957 0.278
O 4.313 -1.405 1.641
N 1.006 -0.626 2.518
Fe 0.603 0.093 0.696
C 3.151 -1.048 1.544
H 4.356 -0.785 -2.350
C -1.787 -4.195 -1.405
C 0.432 -3.393 1.211
C 1.648 -0.057 -2.064
H 3.472 1.507 -0.268
N 0.630 0.527 -1.460
N -1.461 1.865 -0.259
H 4.896 1.314 0.754
H 1.268 -2.039 6.812
C -2.475 2.323 -2.394
C 0.359 -1.145 4.732
O 2.540 -0.663 0.479
H 1.523 -3.452 1.167
C 2.618 -1.543 3.998
H 6.053 -2.107 -3.843
P -0.146 -2.015 0.121
H -2.334 -2.094 1.166
C -3.490 3.048 -1.754
C -1.391 1.538 -4.409
H 0.111 1.839 4.640
C -1.600 -4.668 0.911
C -1.298 -0.161 3.032
C -5.795 5.189 2.031
C 0.246 -5.052 -0.533
N -2.242 -3.801 -0.075
C 1.779 -0.174 -3.458
H 0.160 -3.174 2.246
H -0.627 2.287 3.105
H -0.093 -6.074 -0.717
P 1.668 2.108 1.651
C -5.741 4.314 -0.105
C -3.481 3.171 -0.385
C -1.465 1.759 -1.596
C 0.172 2.529 3.803
H 0.604 4.452 -0.641
H -6.116 5.690 2.929
H 0.810 0.265 -5.316
C -0.324 0.973 -3.633
C 1.425 3.798 -0.350
O -2.173 -0.069 3.887
C 0.770 0.338 -4.235
C 0.079 -0.667 3.468
H -6.122 4.072 -1.087
H -3.215 2.604 -4.414
C -2.416 2.179 -3.818
C 4.562 -2.109 -5.399
H -2.229 -3.525 -2.146
O 1.346 3.589 1.059
H -1.351 1.440 -5.487
H 1.343 2.858 -0.898
C 1.653 -1.580 5.002
C 5.063 -1.822 -4.167
H 2.393 -0.470 -1.397
O 2.022 -2.057 6.212
H -4.269 3.512 -2.347
H 0.052 3.551 4.157
H 2.374 4.277 -0.595
H 5.043 -2.641 -6.205
H 3.629 -1.887 4.159
C 2.954 -0.866 -3.996
C -1.951 -2.389 0.190
```

Summary:
Total charge ... 0
Kohn-Sham gap (spin up / spin down) ... 0.2784 / 0.2786 Eh
HOMO (spin up / spin down) ... -8.2893 / -8.2925 eV

***

The structure with the greatest stability is entry 1.

***

Entry 1
This record from the Open Molecules 2025 dataset describes the molecule C4H11NOS. The level of theory is ωB97M-V with the def2-TZVPD basis set.

Geometry as XYZ:
```
18
Properties=species:S:1:pos:R:3
H 0.831 -1.347 -0.411
H 1.145 -1.387 2.187
H 0.051 -1.134 3.556
H 0.402 0.059 -2.458
C 1.009 -0.298 -0.173
H -2.319 0.098 0.656
C -1.517 -0.140 -0.062
H -0.113 1.385 0.250
H 0.230 0.944 2.398
H 1.924 -0.215 0.414
H -0.550 -1.872 2.036
C -0.211 0.333 0.544
C 0.119 -1.138 2.471
O -1.865 0.497 -1.280
S 1.442 0.503 -1.749
H -2.376 -0.108 -1.823
H -1.602 -1.236 -0.073
N -0.237 0.184 1.963
```

Summary:
Total charge ... 0
Kohn-Sham gap ... 0.3398 Eh
HOMO ... -8.4661 eV
SMILES string ... CN[C@H](CO)CS

***

Entry 2
This record from the Open Molecules 2025 dataset describes the molecule C4H11NOS. The level of theory is ωB97M-V with the def2-TZVPD basis set.

Geometry as XYZ:
```
18
Properties=species:S:1:pos:R:3
H -0.469 2.592 1.246
H -1.248 -0.926 -1.428
C 1.731 -1.331 -0.234
O 0.391 2.250 1.402
H -1.450 -1.082 0.340
H 1.020 -2.179 -0.242
N 1.257 -0.086 -0.825
H 2.580 -1.731 -0.787
S -2.696 0.760 -0.522
H -3.462 0.010 -1.323
H 0.953 0.170 1.782
C -1.235 -0.397 -0.485
C 0.000 0.434 -0.180
H 1.143 -0.171 -1.824
H -0.058 1.360 -0.759
C 0.257 0.844 1.309
H -0.734 0.608 1.737
H 2.021 -1.124 0.794
```

Summary:
Total charge ... 0
Kohn-Sham gap ... 0.3516 Eh
HOMO ... -8.8433 eV
SMILES string ... CN[C@H](CO)CS

***

The structure with the greatest stability is entry 1.

***

Entry 1
This record from the Open Molecules 2025 dataset describes a cluster of 21 separate species, H41O21 in total. The level of theory is ωB97M-V with the def2-TZVPD basis set.

Geometry as XYZ:
```
62
Properties=species:S:1:pos:R:3
O -0.675 1.949 -4.503
H -2.399 3.100 -2.844
H -0.025 -1.712 1.414
H 2.723 -0.405 1.200
O -2.423 2.125 -2.548
H 1.699 -1.047 5.040
O 0.375 -0.363 -0.894
O 2.199 -0.672 1.902
H 1.928 -3.529 -3.533
H 2.097 -1.924 1.392
H -3.750 0.283 1.714
O -2.757 4.217 -0.838
H 3.865 1.319 -0.890
H 2.934 -0.657 4.320
H -1.212 1.234 -4.455
H 3.085 -1.259 -0.842
H -0.337 -0.535 2.171
O 2.128 1.561 -1.139
H 0.987 -0.693 -0.445
H -1.669 1.755 -1.980
O 2.054 -2.936 0.985
H 0.049 -0.948 -1.553
H 0.527 -3.511 0.172
O 2.484 -0.514 5.095
H -4.997 -2.019 0.814
H -2.466 3.438 -0.454
H -3.144 -1.825 -1.546
H 2.020 -3.660 1.645
H 2.862 -2.565 -2.646
O -0.846 -1.177 1.644
H -4.084 1.791 1.388
H 4.793 0.130 -0.795
O -1.982 2.752 1.380
H -0.316 -4.230 0.938
O 2.581 -2.904 -3.534
H 1.176 1.283 -1.254
H 2.265 2.423 -4.198
H 2.729 -2.723 -0.349
O -4.339 1.131 2.050
O 2.841 -2.143 -1.081
O -4.682 -1.517 1.631
H 1.616 1.387 3.659
H -2.943 -2.888 -2.677
H -4.244 -2.179 2.145
H -1.277 2.578 -3.963
O -2.992 -1.804 -2.463
H 1.930 0.764 2.345
H -2.269 -3.225 0.320
H 2.168 1.595 -0.179
O 2.232 1.601 -4.818
H -0.011 4.119 2.889
H -2.509 4.735 -0.091
H 1.404 3.585 3.039
H 2.413 0.912 -4.255
O -0.199 -4.054 -0.019
O 1.588 1.578 2.771
O 4.723 1.033 -0.471
O 0.768 4.315 2.741
H -3.015 -1.842 0.411
O -3.199 -2.846 0.406
H -2.987 2.871 1.534
H -1.497 2.739 2.103
```

Summary:
Total charge ... -1
Kohn-Sham gap ... 0.3594 Eh
HOMO ... -7.7542 eV

***

Entry 2
This record from the Open Molecules 2025 dataset describes a cluster of 21 separate species, H41O21 in total. The level of theory is ωB97M-V with the def2-TZVPD basis set.

Geometry as XYZ:
```
62
Properties=species:S:1:pos:R:3
O -1.850 -3.688 -2.889
H -3.439 -2.493 0.331
H -1.157 -1.969 1.392
O -1.680 -2.603 1.976
H 1.180 1.833 0.268
H -4.059 0.464 0.799
O -2.920 -2.436 -0.469
H 4.601 -1.927 2.483
O 1.543 4.750 -0.769
H -4.337 -0.415 -0.394
O 4.607 -1.214 1.894
O -4.755 2.360 -1.843
H -1.172 -3.361 1.854
H -2.222 -3.168 -2.054
O -0.289 3.327 1.190
H 4.526 -0.828 -1.121
H -4.500 1.523 -1.868
H 2.121 0.434 2.992
H -0.950 3.979 1.274
H -3.006 2.147 1.935
H -1.903 -1.598 -0.189
O 4.407 1.442 1.404
O -2.938 -0.454 -2.509
O -0.185 -3.969 0.261
O -4.365 0.525 -0.078
O 0.992 3.258 3.401
H 0.941 0.328 0.629
O 1.517 -1.723 0.848
H 2.108 -1.672 -0.895
H 0.511 2.456 3.801
H 0.056 3.368 2.196
H -0.338 -1.390 -0.583
H -2.716 -3.808 -3.435
O -0.214 -0.313 -4.700
O 1.564 1.094 0.818
O 2.476 1.091 3.428
O 2.706 -2.256 -1.148
H -3.815 -0.961 -2.273
H -4.306 2.815 2.056
H 4.012 0.952 0.670
H -4.421 2.773 -1.076
H 1.671 2.683 2.905
H 3.465 1.944 1.572
O -0.934 -0.902 -0.051
H 5.255 -0.625 1.479
H -0.526 -0.724 -5.520
H 1.010 5.350 -0.020
H 0.586 -3.424 -0.159
H -0.336 0.495 -1.731
H 3.155 -0.197 -1.000
H -0.524 -4.433 -0.498
H 3.279 1.452 3.016
O 4.097 -0.042 -1.132
O -3.662 2.477 2.596
H -0.828 -0.697 -4.015
O 0.653 0.454 -2.125
H -2.314 -0.700 -1.836
H 0.629 0.001 -3.031
H 0.793 4.149 -0.749
H 2.620 -1.662 1.104
H 2.623 -2.331 -2.012
H 0.955 -1.942 1.597
```

Summary:
Total charge ... -1
Kohn-Sham gap ... 0.3160 Eh
HOMO ... -6.3497 eV

***

The structure with the greatest stability is entry 2.